192
Properties=species:S:1:pos:R:3 method="wB97M-V/def2-TZVPD" de_lowest_ev=2.893 fmax_ev_per_a=5.7 spin_multiplicity=1 energy_ha=-3381.76828 homo_ev=-11.0
C -4.4987 -2.6628 2.9658
C -5.5868 -1.8170 3.6073
C -6.1040 -0.6906 2.7322
C -6.7345 -1.0106 1.5165
N -7.2220 -1.2474 0.4815
H -4.8584 -3.1369 2.0526
H -4.1337 -3.3717 3.7090
H -3.6462 -2.0668 2.6399
H -5.2525 -1.3871 4.5515
H -6.4365 -2.4493 3.8651
H -5.2799 -0.0309 2.4605
H -6.6753 0.0351 3.3110
C 2.0873 -5.4549 -0.5258
C 2.3497 -3.9360 -0.5033
C 2.9455 -3.5466 0.8753
C 4.0406 -4.3014 1.4501
N 4.9415 -4.8569 1.9030
H 1.5679 -5.7700 0.3792
H 3.0509 -5.9615 -0.5795
H 1.3875 -5.7435 -1.3100
H 1.3683 -3.4701 -0.5926
H 2.9629 -3.6463 -1.3566
H 2.0847 -3.7795 1.5020
H 3.1829 -2.4893 0.9935
C 1.6745 3.8637 -6.3076
C 0.2947 4.2370 -6.8287
C -0.7963 4.1031 -5.8184
C -0.6753 4.9842 -4.6480
N -0.5890 5.7365 -3.7208
H 2.4407 3.8690 -7.0829
H 1.6270 2.8253 -5.9796
H 2.0252 4.5628 -5.5484
H 0.0311 3.7362 -7.7602
H 0.4131 5.2922 -7.0751
H -0.8506 3.0672 -5.4837
H -1.7744 4.4207 -6.1799
C -2.8661 -6.4167 -1.4265
C -3.4785 -6.6856 -0.0153
C -4.7406 -7.5178 0.1232
C -4.6283 -8.9593 -0.2609
N -4.5162 -10.0966 -0.5611
H -3.5168 -5.8149 -2.0609
H -2.5664 -7.3170 -1.9629
H -1.9323 -5.8609 -1.3416
H -3.7132 -5.7483 0.4891
H -2.7170 -7.1388 0.6194
H -5.4935 -6.9735 -0.4468
H -5.0160 -7.5884 1.1755
C 1.2443 -6.3178 4.0015
C -0.1535 -6.9898 3.6702
C -1.2610 -5.9364 3.5023
C -0.9474 -4.8673 2.5115
N -0.7582 -4.0143 1.7828
H 1.2696 -5.4991 4.7207
H 1.7196 -5.9676 3.0852
H 1.8853 -7.0794 4.4456
H -0.4296 -7.6470 4.4948
H 0.0360 -7.5844 2.7765
H -1.4377 -5.4736 4.4732
H -2.1925 -6.4213 3.2102
C 3.6452 4.6606 -3.0361
C 3.9135 5.8389 -2.0726
C 3.1230 7.0684 -2.4476
C 3.0991 8.1238 -1.4509
N 3.1230 8.9267 -0.6500
H 3.8536 5.0173 -4.0448
H 2.5816 4.4220 -3.0311
H 4.1393 3.7232 -2.7807
H 4.9875 6.0247 -2.0749
H 3.7329 5.4371 -1.0756
H 2.0900 6.8132 -2.6838
H 3.6567 7.5380 -3.2739
C -3.9236 4.9943 -2.3746
C -3.6058 3.4535 -2.4700
C -4.7076 2.7533 -3.3159
C -4.6704 3.2388 -4.7098
N -4.6640 3.6425 -5.7866
H -4.8405 5.0257 -1.7860
H -4.0824 5.5078 -3.3229
H -3.1701 5.5478 -1.8143
H -3.5870 2.9099 -1.5255
H -2.5966 3.2164 -2.8069
H -5.6995 2.8833 -2.8829
H -4.6205 1.6669 -3.3030
C -2.7462 -2.7533 -0.5911
C -3.3024 -2.4051 -1.9497
C -4.6479 -1.6434 -1.8895
C -4.5778 -0.4742 -1.1154
N -4.4493 0.4878 -0.4498
H -3.4767 -3.3855 -0.0862
H -2.5141 -1.8832 0.0230
H -1.8254 -3.3274 -0.6940
H -3.4982 -3.3180 -2.5121
H -2.5731 -1.8716 -2.5591
H -5.3718 -2.2020 -1.2962
H -4.9566 -1.3334 -2.8879
C 0.3705 -1.0383 0.2099
C -0.4961 0.2035 0.2965
C -0.7799 0.9044 -1.0257
C 0.4786 1.3355 -1.7237
N 1.4173 1.7316 -2.2538
H 1.2512 -0.8519 -0.4047
H -0.2443 -1.8154 -0.2444
H 0.6780 -1.4259 1.1811
H 0.0077 0.9451 0.9164
H -1.4908 -0.0276 0.6776
H -1.3794 1.8007 -0.8661
H -1.3579 0.2160 -1.6423
C 3.8035 1.8576 2.5904
C 4.6889 2.5615 1.4902
C 4.4072 2.1631 0.0391
C 4.3197 0.7200 -0.2026
N 4.2400 -0.4397 -0.2898
H 2.7737 2.2001 2.4890
H 4.2303 2.0219 3.5799
H 3.6399 0.7965 2.4024
H 5.7518 2.3331 1.5698
H 4.6062 3.6424 1.6038
H 5.2332 2.4917 -0.5917
H 3.5193 2.6283 -0.3892
C -0.3890 -1.2905 3.8854
C -1.5776 -0.6561 4.5793
C -2.0736 0.6165 3.8979
C -1.0488 1.6250 3.6065
N -0.2324 2.3875 3.3874
H 0.5276 -0.7146 4.0128
H -0.7083 -1.3654 2.8460
H -0.1663 -2.2799 4.2851
H -1.3937 -0.3810 5.6178
H -2.4062 -1.3630 4.5375
H -2.8310 1.1625 4.4605
H -2.5822 0.2766 2.9958
C 5.9409 -3.0320 7.6353
C 6.2279 -3.7996 6.3567
C 4.9148 -4.4843 5.8436
C 3.7337 -3.6902 5.5359
N 2.7729 -3.0040 5.3471
H 6.8788 -2.7560 8.1172
H 5.3884 -3.7437 8.2487
H 5.3162 -2.1745 7.3852
H 6.8896 -4.6465 6.5388
H 6.6662 -3.2187 5.5452
H 4.5186 -5.1449 6.6148
H 5.1221 -5.0781 4.9534
C 0.4661 4.5101 -0.0880
C 0.6316 5.2387 1.2823
C 1.1068 6.6632 1.1441
C 0.1211 7.4914 0.4529
N -0.6699 8.2068 -0.0297
H -0.2537 5.0348 -0.7162
H 0.0974 3.5027 0.1049
H 1.4382 4.4152 -0.5720
H 1.2747 4.6055 1.8935
H -0.2880 5.2175 1.8671
H 2.0001 6.7564 0.5266
H 1.2466 7.1927 2.0866
C -3.9566 6.5585 3.5915
C -2.8087 5.8426 2.8575
C -3.2221 4.6810 1.9281
C -3.9067 3.5296 2.5930
N -4.3890 2.6333 3.0901
H -4.6788 6.9967 2.9027
H -3.5798 7.3506 4.2385
H -4.4983 5.8077 4.1668
H -2.1003 5.5055 3.6142
H -2.2695 6.5228 2.1981
H -2.3141 4.2508 1.5055
H -3.7521 4.9718 1.0211
C 5.5466 -2.1422 -3.0110
C 4.8563 -1.4367 -4.2076
C 4.4977 0.0502 -3.9411
C 5.5235 0.8374 -3.2434
N 6.3100 1.4313 -2.6773
H 4.8161 -2.3170 -2.2212
H 6.4309 -1.6338 -2.6267
H 5.9531 -3.1178 -3.2774
H 4.0160 -2.0336 -4.5620
H 5.5301 -1.4375 -5.0644
H 3.5670 0.0986 -3.3757
H 4.2983 0.5900 -4.8668
C 0.7796 -1.9867 -3.4619
C 1.0100 -0.9893 -4.6681
C -0.2141 -0.6266 -5.5294
C -1.3498 -0.0379 -4.7817
N -2.2336 0.3899 -4.2228
H -0.0197 -1.5970 -2.8315
H 1.6776 -2.2587 -2.9073
H 0.5238 -2.9607 -3.8792
H 1.7628 -1.4170 -5.3302
H 1.4005 -0.0907 -4.1903
H -0.5813 -1.4504 -6.1414
H 0.0568 0.1361 -6.2595

***

224
Properties=species:S:1:pos:R:3 method="wB97M-V/def2-TZVPD" de_lowest_ev=0.000 fmax_ev_per_a=10.2 spin_multiplicity=1 energy_ha=-4482.13710 homo_ev=-10.8 charge=+5
N -2.2275 -0.7923 0.8247
S -2.0520 0.1160 -0.2995
O -0.8584 -0.0919 -1.1268
O -2.6052 1.4465 -0.1533
F -3.2071 -0.5480 -1.2703
S -0.8568 -0.2983 1.7181
O -0.9414 1.0477 2.2108
O 0.3524 -0.9165 1.2934
F -1.0141 -1.2063 3.0286
C -0.6754 -2.4572 -7.3816
C 0.0540 -3.3160 -8.4112
C 1.5455 -3.5364 -8.2161
N 2.3875 -3.9736 -9.4601
C 2.2123 -2.9094 -10.6462
C 2.7769 -3.5204 -11.9774
C 2.2623 -4.8832 -12.2675
C 2.4407 -5.8882 -11.1685
C 1.8370 -5.3597 -9.8466
C 3.8892 -4.1272 -8.9882
H -1.7561 -2.5115 -7.5129
H -0.4985 -1.3825 -7.4223
H -0.4030 -2.9260 -6.4360
H -0.2890 -3.1204 -9.4272
H -0.3781 -4.3100 -8.2958
H 1.6636 -4.2464 -7.3974
H 2.0450 -2.5801 -8.0613
H 1.1552 -2.6588 -10.7354
H 2.7301 -2.0642 -10.1927
H 2.6797 -2.8697 -12.8465
H 3.8591 -3.6330 -11.9117
H 1.1894 -4.8608 -12.4589
H 2.6806 -5.2287 -13.2129
H 1.9208 -6.8126 -11.4201
H 3.4820 -6.1883 -11.0517
H 0.7579 -5.2657 -9.9685
H 2.1686 -5.9817 -9.0151
H 4.5470 -4.6055 -9.7139
H 3.9997 -4.7575 -8.1058
H 4.3089 -3.1350 -8.8225
C -3.8330 -6.8314 -3.1897
C -2.6472 -7.3658 -2.2988
C -2.8787 -6.9576 -0.8618
N -1.5998 -7.0122 0.0510
C -0.9463 -8.4472 0.0157
C 0.1506 -8.5492 1.1060
C -0.3256 -8.2578 2.5237
C -0.9469 -6.9010 2.4572
C -2.0240 -6.6147 1.4409
C -0.5628 -5.9680 -0.4027
H -4.7646 -6.9133 -2.6297
H -3.9829 -7.2687 -4.1769
H -3.6719 -5.7619 -3.3249
H -1.7127 -6.9867 -2.7123
H -2.5998 -8.4548 -2.2959
H -3.6386 -7.6246 -0.4547
H -3.3616 -5.9909 -0.7188
H -1.7848 -9.1359 0.1196
H -0.4500 -8.5666 -0.9474
H 0.4216 -9.6047 1.0801
H 1.0480 -7.9773 0.8704
H -1.1074 -8.9592 2.8152
H 0.4188 -8.2237 3.3192
H -1.3421 -6.6579 3.4435
H -0.2489 -6.0809 2.2893
H -2.8257 -7.3271 1.6356
H -2.3662 -5.5834 1.5265
H -0.3632 -6.0214 -1.4730
H 0.3290 -6.0645 0.2166
H -0.9644 -4.9860 -0.1530
C -7.5999 2.7772 -4.4166
C -7.9045 3.9863 -3.4923
C -7.7566 5.3286 -4.1755
N -8.1822 6.5054 -3.2085
C -7.9055 7.7883 -4.0922
C -8.4997 9.0940 -3.5158
C -9.9677 8.8616 -3.1308
C -10.2365 7.6525 -2.2661
C -9.7110 6.3620 -2.8605
C -7.3928 6.5412 -1.8872
H -6.5601 2.8140 -4.7417
H -8.3583 2.7200 -5.1974
H -7.6465 1.8716 -3.8117
H -7.2402 3.8681 -2.6362
H -8.9031 3.8370 -3.0817
H -8.4422 5.4664 -5.0116
H -6.7713 5.6179 -4.5412
H -8.4478 7.6127 -5.0213
H -6.8255 7.7860 -4.2397
H -8.4873 9.8394 -4.3110
H -7.7765 9.4028 -2.7611
H -10.4990 8.6657 -4.0621
H -10.5025 9.7195 -2.7233
H -11.3114 7.5630 -2.1091
H -9.8351 7.7618 -1.2587
H -10.2083 6.1350 -3.8035
H -9.8885 5.4786 -2.2473
H -6.3698 6.4375 -2.2490
H -7.7974 5.8539 -1.1443
H -7.5115 7.5629 -1.5264
C 6.1620 -2.6801 -2.8705
C 7.6036 -2.1689 -2.6519
C 8.6646 -2.9645 -3.4581
N 10.1239 -2.5235 -3.1603
C 11.0955 -3.2600 -4.1427
C 12.6021 -2.8770 -3.9120
C 12.7596 -1.2921 -4.0020
C 11.7605 -0.4667 -3.1360
C 10.2530 -0.9390 -3.2017
C 10.4513 -3.0181 -1.7281
H 5.9971 -3.6737 -2.4539
H 5.9058 -2.8188 -3.9209
H 5.4645 -2.0019 -2.3790
H 7.6822 -2.2559 -1.5682
H 7.6643 -1.1095 -2.9012
H 8.3884 -2.8506 -4.5063
H 8.6416 -4.0534 -3.4133
H 10.6928 -2.9607 -5.1103
H 10.9387 -4.3185 -3.9348
H 13.1557 -3.3156 -4.7422
H 13.0994 -3.2640 -3.0226
H 12.6333 -0.9708 -5.0359
H 13.7944 -0.9609 -3.9149
H 11.7860 0.5912 -3.3973
H 11.9749 -0.5292 -2.0692
H 9.8134 -0.6855 -4.1663
H 9.6232 -0.6141 -2.3736
H 10.2505 -4.0892 -1.7484
H 9.7769 -2.4918 -1.0525
H 11.4659 -2.7228 -1.4605
C 1.1030 11.6629 3.4633
C 1.3367 10.1728 3.0970
C 0.4559 9.3811 3.9883
N 0.5038 7.8627 3.8597
C 0.0287 7.3265 2.4657
C -1.5412 7.5244 2.2897
C -2.3911 7.0369 3.4031
C -1.8713 7.4837 4.7331
C -0.3654 7.1542 4.9658
C 1.9689 7.3948 4.1149
H 0.2658 12.0563 2.8868
H 1.9171 12.3583 3.2588
H 0.8108 11.8880 4.4890
H 2.3792 9.9257 3.2981
H 1.0716 10.0852 2.0434
H -0.5657 9.6047 3.6809
H 0.6057 9.6506 5.0338
H 0.7004 7.8609 1.7940
H 0.2719 6.2717 2.3375
H -1.7245 8.5634 2.0156
H -1.8573 7.0037 1.3858
H -3.4443 7.3050 3.3188
H -2.4918 5.9518 3.3780
H -2.0638 8.5404 4.9183
H -2.5417 6.9899 5.4365
H -0.1621 7.6010 5.9390
H -0.0568 6.1125 5.0536
H 1.9425 6.3074 4.1852
H 2.3689 7.6008 5.1076
H 2.6614 7.6734 3.3205
C -4.4706 1.2866 7.5825
C -4.8800 0.7294 6.2605
C -6.3331 0.1326 6.3412
N -6.9356 -0.6902 5.1323
C -6.9220 0.1873 3.8258
C -7.5275 -0.5045 2.6123
C -8.9867 -0.8555 2.8492
C -9.1209 -1.7693 4.0734
C -8.4237 -1.1927 5.3794
C -6.1043 -1.9265 4.9293
H -4.9418 2.1922 7.9647
H -3.3977 1.4714 7.5285
H -4.5861 0.5746 8.3997
H -4.1267 -0.0221 6.0241
H -4.6260 1.5067 5.5399
H -7.0903 0.8453 6.6681
H -6.2938 -0.6254 7.1235
H -7.5153 1.0800 4.0239
H -5.9161 0.5942 3.7223
H -7.5172 0.3572 1.9449
H -6.9158 -1.2797 2.1508
H -9.5383 0.0839 2.8883
H -9.2964 -1.4438 1.9855
H -10.1782 -2.0335 4.0951
H -8.6735 -2.7572 3.9644
H -9.0253 -0.3181 5.6267
H -8.3194 -1.7418 6.3152
H -6.1196 -2.4622 5.8784
H -5.0931 -1.6558 4.6256
H -6.4847 -2.4660 4.0619
C 5.3048 -3.2947 4.2035
C 5.8905 -1.8940 4.2324
C 5.9276 -1.3673 5.7122
N 6.2313 0.0859 5.8932
C 5.0819 1.0094 5.3955
C 3.7201 0.7079 6.1409
C 3.8404 0.8570 7.6487
C 5.1308 0.1795 8.2080
C 6.4163 0.4149 7.3754
C 7.4162 0.6293 5.0460
H 5.5637 -3.9702 5.0189
H 5.6195 -3.7564 3.2676
H 4.2163 -3.2402 4.1862
H 5.2592 -1.1884 3.6923
H 6.9188 -1.9464 3.8746
H 6.7023 -1.9129 6.2510
H 4.9688 -1.5970 6.1769
H 4.9721 1.0347 4.3113
H 5.3950 2.0182 5.6645
H 3.3624 -0.2491 5.7611
H 3.0386 1.4308 5.6922
H 2.9862 0.3944 8.1430
H 3.7744 1.9117 7.9159
H 5.0425 -0.8940 8.3754
H 5.3780 0.5911 9.1865
H 7.3014 -0.1007 7.7482
H 6.6872 1.4707 7.3679
H 8.3045 0.0653 5.3304
H 7.5050 1.7036 5.2076
H 7.1871 0.4402 3.9973
O 0.8259 -3.2011 8.2307
C 0.6476 -3.0977 9.5866
O -0.4392 -2.6694 9.9254
O 1.6444 -3.3863 10.3574
H -0.0646 -3.0053 7.9301